Density functional theory data (the ωB97M-V functional and the def2-TZVPD basis) for a gas-phase ion, C4H8NS (charge +1) in a non-equilibrium geometry.

The geometry in XYZ format:
```
14
Properties=species:S:1:pos:R:3:lowdin_charge:R:1
C 0.43 -1.66 -0.17 -0.0472
C 0.63 -0.54 0.88 -0.1559
C -0.77 -0.53 -0.89 -0.3979
C -0.34 0.41 0.16 -0.7525
N 0.05 1.86 -0.04 0.2521
S -2.04 -0.11 0.29 0.9842
H 1.04 -2.00 -1.06 0.1275
H -0.02 -2.59 0.25 0.1056
H 0.31 -0.71 1.99 0.1615
H 1.51 0.01 0.85 0.0812
H -0.83 -0.42 -1.96 0.1027
H 0.22 2.33 0.86 0.1992
H -0.84 2.28 -0.32 0.1541
H 0.65 1.68 -0.84 0.1853
```

SMILES: [NH3+][C@]12CC[C@H]1S2
Frontier orbital gap in Ha: 0.3517
Total energy in eV: -16593.1406
Net charge: +1
ΔE to the lowest compared entry with this formula, charge and spin in eV: 2.266
E_LUMO in eV: -3.875